Entry a
ORCA calculation (the ωB97M-V functional and the def2-TZVPD basis) on a molecular structure, C3H3O2Yb.

Structure (XYZ):
```
9
Properties=species:S:1:pos:R:3
Yb -0.6441 -3.1951 0.0253
O -0.5398 -0.6237 -0.9201
O -0.8389 0.0729 1.5119
C 0.7295 0.8619 0.2658
C 0.2778 0.4015 -1.0348
C -1.3522 -0.7807 0.8417
H 0.6535 1.9305 0.4897
H 0.1806 1.0569 -1.9033
H 1.5337 0.2759 0.7238
```

* E_LUMO (alpha / beta): -14.89 / -18.55 eV
* HOMO level (alpha / beta): -23.88 / -24.94 eV
* frontier orbital gap (alpha / beta): 9.00 / 6.39 eV
* multiplicity: 3
* charge: +3
* ⟨S²⟩: 2.0100

Here are the Löwdin charges for atoms 1 to 4, given in e:
1. Yb 1.886
2. O 0.010
3. O 0.165
4. C 0.260

Entry b
ORCA calculation (the ωB97M-V functional and the def2-TZVPD basis) on a molecular structure, C3H3O2Yb.

Structure (XYZ):
```
9
Properties=species:S:1:pos:R:3
Yb 3.2535 2.2075 0.6196
O 0.4498 -1.2448 -0.4783
O 1.7395 0.4168 0.2728
C -1.0892 0.1942 0.2040
C -0.9407 -1.1498 -0.1820
C 0.8252 -0.0049 -0.4049
H -1.6772 0.8528 -0.4412
H -1.0032 0.4796 1.2562
H -1.5577 -1.7512 -0.8462
```

* E_LUMO (alpha / beta): -14.63 / -17.16 eV
* HOMO level (alpha / beta): -23.13 / -24.08 eV
* frontier orbital gap (alpha / beta): 8.50 / 6.92 eV
* multiplicity: 3
* charge: +3
* ⟨S²⟩: 2.0123

Here are the Löwdin charges for atoms 1 to 4, given in e:
1. Yb 1.922
2. O 0.233
3. O 0.031
4. C 0.268

Tell me which of them is the most stable. Sure, it is entry b.

Entry a
ORCA calculation (the ωB97M-V functional and the def2-TZVPD basis) on a molecular structure, C7H12O3.

Structure (XYZ):
```
22
Properties=species:S:1:pos:R:3
O 1.3287 -2.5394 0.1609
O 1.3610 1.2484 2.5110
O -1.0868 -0.5524 -2.1903
C -0.9688 2.0487 0.1977
C 0.2406 0.5544 2.0081
C -1.4600 0.6553 -0.1391
C 0.7330 0.4686 -0.6247
C -0.0584 0.9610 0.5932
C -0.6123 0.0111 -1.1103
C -0.2795 -1.7369 -2.0437
H 1.2370 1.2473 -1.2109
H 0.4924 -0.5134 2.0441
H 1.3829 -0.4025 -0.3954
H 0.4109 -2.2277 -1.0056
H -0.6879 2.7192 -0.6172
H 0.5678 -1.6330 -2.7311
H 1.1446 2.1818 2.5997
H 1.7742 -3.3727 0.3313
H -0.9329 -2.5834 -2.2686
H -1.5487 2.5074 0.9992
H -2.3874 0.2420 0.2562
H -0.6504 0.7162 2.6355
```

* E_LUMO: -0.79 eV
* HOMO level: -7.65 eV
* frontier orbital gap: 6.86 eV

Here are the Löwdin charges for atoms 1 to 4, given in e:
1. O -0.427
2. O -0.030
3. O 0.015
4. C -0.014

Entry b
ORCA calculation (the ωB97M-V functional and the def2-TZVPD basis) on a molecular structure, C7H12O3.

Structure (XYZ):
```
22
Properties=species:S:1:pos:R:3
O -0.8714 1.3840 -1.6095
O 1.4706 0.6955 2.0065
O 1.7184 -0.1381 -0.0989
C 1.0709 -1.4967 -1.9982
C -0.8108 -0.0611 1.0865
C -0.3575 0.4487 -1.0243
C 1.0372 -0.1234 -1.3521
C -1.5903 1.0325 1.7569
C -1.3365 -0.5756 -0.1770
C 0.9521 0.7076 0.7258
H -2.5026 0.6249 2.1936
H -1.0077 1.4841 2.5540
H -0.4067 -0.8185 1.7512
H 2.2011 0.0681 2.0623
H 1.5043 0.6162 -2.0171
H -2.3520 -0.2802 -0.4219
H -1.0998 -1.6116 -0.3940
H 0.9614 1.7656 0.4058
H 0.4372 -1.5113 -2.8850
H 0.7448 -2.2677 -1.2991
H -1.8564 1.7909 1.0215
H 2.0936 -1.7339 -2.2869
```

* E_LUMO: 0.87 eV
* HOMO level: -8.43 eV
* frontier orbital gap: 9.30 eV

Here are the Löwdin charges for atoms 1 to 4, given in e:
1. O 0.091
2. O 0.003
3. O -0.036
4. C -0.014

Tell me which of them is the most stable. Sure, it is entry b.

Entry a
ORCA calculation (the ωB97M-V functional and the def2-TZVPD basis) on a molecular structure, C6H15AlNO2.

Structure (XYZ):
```
25
Properties=species:S:1:pos:R:3
Al -22.9957 8.7578 -21.2630
O -25.8420 8.3386 -21.5766
O -22.0813 11.1754 -22.2450
N -24.9942 11.1155 -21.7017
C -26.7378 9.4439 -21.3129
C -22.9288 12.2489 -22.6445
C -24.4306 11.8697 -22.8368
C -26.1671 7.4976 -22.7103
C -20.7187 11.5038 -22.4488
C -26.3622 10.6459 -22.0999
H -26.4476 7.9806 -23.6464
H -27.0674 11.4445 -21.8694
H -20.3658 11.5760 -23.4775
H -22.8420 13.1374 -22.0191
H -20.5612 12.4772 -21.9844
H -26.5009 9.8281 -20.3208
H -26.4303 10.3536 -23.1478
H -22.6896 12.5282 -23.6706
H -24.9983 12.7559 -23.1203
H -24.5030 11.2992 -23.7627
H -26.7603 6.5989 -22.5419
H -20.1317 10.8874 -21.7677
H -25.2048 11.7963 -20.9861
H -25.2826 6.9149 -22.9678
H -27.7728 9.2587 -21.6004
```

* E_LUMO: -18.21 eV
* HOMO level: -21.84 eV
* frontier orbital gap: 3.62 eV
* charge: +3

Here are the Löwdin charges for atoms 1 to 4, given in e:
1. Al 1.423
2. O -0.169
3. O -0.259
4. N 0.104

Entry b
ORCA calculation (the ωB97M-V functional and the def2-TZVPD basis) on a molecular structure, C6H15AlNO2.

Structure (XYZ):
```
25
Properties=species:S:1:pos:R:3
Al 15.4718 7.5972 20.7403
O 15.4568 7.5168 23.4165
O 17.2987 7.4662 18.6984
N 17.6617 6.9229 21.6659
C 14.4247 7.6742 24.4237
C 17.4664 8.0007 17.3023
C 18.7059 7.6348 20.8332
C 16.6272 6.9533 24.0264
C 18.5121 7.1053 19.4038
C 17.8577 7.3671 23.0910
H 18.8444 7.0595 23.4372
H 19.6999 7.2956 21.1246
H 19.4540 7.2505 18.8748
H 14.5598 8.5652 25.0370
H 13.4264 7.9220 24.0630
H 17.6150 7.2481 16.5280
H 18.5029 6.0199 19.5032
H 17.9576 5.9581 21.6233
H 16.8597 7.1491 25.0732
H 14.2833 6.8330 25.1023
H 16.6342 8.6789 17.1134
H 18.5837 8.7118 20.9487
H 18.3332 8.6539 17.2020
H 17.8526 8.4364 23.3022
H 16.5338 5.8682 24.0706
```

* E_LUMO: -18.16 eV
* HOMO level: -21.99 eV
* frontier orbital gap: 3.83 eV
* charge: +3

Here are the Löwdin charges for atoms 1 to 4, given in e:
1. Al 1.604
2. O -0.241
3. O -0.180
4. N -0.029

Tell me which of them is the most stable. Sure, it is entry b.

Entry a
ORCA calculation (the ωB97M-V functional and the def2-TZVPD basis) on 2 unconnected molecules or ions with the total composition C4H12NS2.

Structure (XYZ):
```
19
Properties=species:S:1:pos:R:3
S -2.1923 0.0226 -0.9712
S -2.0128 1.9281 -0.1687
N 1.0050 0.8277 -1.0022
C -0.9826 -1.0496 1.3459
C -2.2208 -1.0644 0.4887
C 2.1306 -0.0862 -0.7447
C 3.3182 0.3656 -0.4286
H -2.3835 -2.0412 0.0386
H -0.1074 -1.3896 0.7875
H 4.1266 -0.3265 -0.2635
H 3.5127 1.4218 -0.3124
H -3.1169 -0.8332 1.0652
H 0.7570 0.7730 -1.9926
H -3.2507 2.0183 0.3390
H -1.1034 -1.7529 2.1690
H 0.1628 0.5846 -0.4511
H 1.9006 -1.1301 -0.8843
H 1.2516 1.7928 -0.7755
H -0.7947 -0.0607 1.7610
```

* E_LUMO: -3.19 eV
* HOMO level: -12.82 eV
* frontier orbital gap: 9.63 eV
* charge: +1

Here are the Löwdin charges for atoms 1 to 4, given in e:
1. S 0.456
2. S 0.351
3. N 0.169
4. C -0.174

Entry b
ORCA calculation (the ωB97M-V functional and the def2-TZVPD basis) on 2 unconnected molecules or ions with the total composition C4H12NS2.

Structure (XYZ):
```
19
Properties=species:S:1:pos:R:3
S -1.1205 -1.7267 1.3155
S -0.9348 3.2586 -1.3514
N 0.8609 -0.8132 -0.2732
C -0.0452 -0.5762 0.6027
C 1.7268 0.3102 -0.7697
C -2.2186 -0.7271 2.2700
C 1.0090 -2.1516 -0.7983
H 1.4214 1.2380 -0.5811
H -0.2128 0.3927 0.9610
H -3.2190 -0.8551 2.1121
H 0.0038 4.1062 -0.9286
H -2.1376 0.2957 2.2441
H -1.9869 -0.9302 3.3827
H 0.4262 -2.4334 -1.7156
H -0.5176 2.2960 -0.4032
H 0.6968 -2.8017 0.0395
H 2.0168 -2.1877 -0.9306
H 2.6082 0.1926 -0.0743
H 1.9839 0.1701 -1.8248
```

* E_LUMO: -4.17 eV
* HOMO level: -12.90 eV
* frontier orbital gap: 8.73 eV
* charge: +1

Here are the Löwdin charges for atoms 1 to 4, given in e:
1. S 1.036
2. S 0.498
3. N -0.203
4. C -0.351

Tell me which of them is the most stable. Sure, it is entry a.

Entry a
ORCA calculation (the ωB97M-V functional and the def2-TZVPD basis) on a single C2H6N4O2 molecule.

Structure (XYZ):
```
14
Properties=species:S:1:pos:R:3
O 0.3478 1.7933 0.4274
O -2.7638 0.0542 0.0364
N -0.3080 0.9041 -0.4208
N 2.3889 0.2253 -0.3108
N 0.6511 -1.3959 0.1055
N -1.6665 -0.8802 -0.1419
C 2.0447 -0.8700 0.1669
C -0.3625 -0.4425 -0.1141
H -1.9133 -1.7065 0.3597
H 2.8285 -1.4490 0.8563
H 3.3869 0.5940 -0.1899
H -2.3747 0.5769 0.9386
H 1.1737 1.8019 -0.0817
H -1.3250 1.3049 -0.5343
```

* E_LUMO: 0.25 eV
* HOMO level: -9.03 eV
* frontier orbital gap: 9.28 eV
* SMILES string: [H]/N=C/N=C(NO)NO

Here are the Löwdin charges for atoms 1 to 4, given in e:
1. O -0.057
2. O -0.094
3. N -0.040
4. N 0.026

Entry b
ORCA calculation (the ωB97M-V functional and the def2-TZVPD basis) on 2 unconnected molecules or ions with the total composition C2H6N4O2.

Structure (XYZ):
```
14
Properties=species:S:1:pos:R:3
O 1.8499 1.0648 1.8138
O 0.3514 -0.2347 -1.8209
N 1.4129 0.4605 0.6413
N -0.5130 1.8137 1.1187
N -0.8346 -2.9985 -0.7263
N 0.1791 -3.3250 -1.3405
C -0.2966 0.4017 -1.0107
C 0.2260 0.8613 0.3039
H -1.3936 1.4616 1.4875
H -0.7028 2.6811 0.6251
H -0.8503 -2.0009 -0.4124
H 0.8002 -2.5177 -1.5793
H 1.0965 1.6071 2.1426
H -1.3253 0.7249 -1.2427
```

* E_LUMO: -0.83 eV
* HOMO level: -9.14 eV
* frontier orbital gap: 8.31 eV
* SMILES string: N/C(C=O)=N\O.[H]/N=N\[H]

Here are the Löwdin charges for atoms 1 to 4, given in e:
1. O -0.034
2. O 0.028
3. N 0.105
4. N 0.067

Tell me which of them is the most stable. Sure, it is entry b.